Computed, not measured: a cluster of 2 separate species, C4H10OSi in total at a distorted geometry, with ωB97M-V/def2-TZVPD.

Bonds (Å) are listed after each position.
Cartesian coordinates (Å):
1 C -1.85308 1.70145 -0.71395  C2 1.321, H7 1.136, H8 1.073
2 C -1.64658 0.49918 -0.20732  C1 1.321, Si6 1.850, H9 1.108
3 C 2.30072 0.80047 -0.22540  O5 1.349, H10 1.127, H11 1.195, H12 1.024
4 C -0.46547 -2.18671 0.26149  Si6 1.883, H13 1.164, H14 1.195, H15 1.067
5 O 1.22624 0.01635 -0.44983  C3 1.349, Si6 1.588
6 Si -0.09680 -0.34244 0.35205  C2 1.850, C4 1.883, O5 1.588
7 H -2.87327 2.14977 -0.49515  C1 1.136
8 H -1.15487 2.26476 -1.30262  C1 1.073
9 H -2.39227 -0.18481 0.24394  C2 1.108
10 H 2.35519 1.71963 -0.87534  C3 1.127
11 H 3.26549 0.11480 -0.38802  C3 1.195
12 H 2.24284 1.15361 0.73392  C3 1.024
13 H 0.19901 -2.69941 -0.54447  C4 1.164
14 H -0.02565 -2.66432 1.26418  C4 1.195
15 H -1.49645 -2.40265 0.09134  C4 1.067
16 H 0.41492 0.06033 2.25516  no bonds

Summary:
E_tot ... -14233.127 eV
LUMO ... 0.0203 Ha